The following is a quantum chemistry calculation of a structure of composition C16H32CuN3O4P2Si, from the OMol25 dataset.

The geometry in XYZ format:
```
59
Properties=species:S:1:pos:R:3
Cu -0.75 -0.03 0.46
C -3.77 0.59 -0.62
P -2.36 1.75 -0.86
C -3.10 2.74 -2.23
C -2.67 2.91 0.55
C -2.62 2.22 1.91
P -1.07 1.24 2.25
C -1.48 0.71 3.94
C 0.11 2.62 2.48
H -4.69 1.12 -0.38
H -3.55 -0.13 0.16
H -3.90 0.03 -1.54
H -4.13 3.04 -2.00
H -3.09 2.15 -3.14
H -2.50 3.64 -2.41
H -3.63 3.42 0.41
H -1.89 3.68 0.51
H -3.46 1.52 2.01
H -2.74 2.96 2.71
H -1.81 1.58 4.52
H -0.59 0.28 4.40
H -2.29 -0.02 3.91
H -0.42 3.55 2.69
H 0.72 2.74 1.59
H 0.77 2.36 3.31
O 1.13 -0.47 -0.60
N 0.87 -0.75 -1.95
N -0.39 -1.23 -2.03
O -1.21 -1.32 -1.00
C -0.86 -1.59 -3.28
C -2.19 -2.02 -3.41
C -2.68 -2.37 -4.65
C -1.87 -2.30 -5.79
C -0.56 -1.87 -5.65
C -0.04 -1.52 -4.42
H -2.80 -2.09 -2.52
H -3.70 -2.71 -4.74
H -2.26 -2.57 -6.76
H 0.09 -1.81 -6.52
H 0.98 -1.18 -4.32
O 1.82 0.59 4.67
N 2.04 -0.19 3.73
O 1.23 -0.10 2.77
C 3.79 -3.21 -1.72
Si 3.56 -1.77 -0.54
C 4.63 -2.07 0.97
C 4.06 -0.17 -1.38
C 1.76 -1.63 0.02
H 4.83 -3.30 -2.05
H 3.15 -3.09 -2.60
H 3.51 -4.15 -1.24
H 5.68 -2.25 0.70
H 4.28 -2.95 1.52
H 4.58 -1.23 1.66
H 5.09 -0.23 -1.73
H 3.98 0.67 -0.68
H 3.40 0.03 -2.22
H 1.69 -1.45 1.09
H 1.17 -2.52 -0.23
```

Computed properties:
**<S²>**: 0.766
**Gap between HOMO and LUMO (alpha / beta)**: 5.96 / 7.30 eV
**E_HOMO (alpha / beta)**: -3.142 / -4.481 eV
**Net charge**: -1
**Multiplicity**: 2